Molecular formula: C6H10N2O
Method: DFT, wB97M-V/def2-TZVPD

Last column: natural (NBO) charge in e.
Positions of all 19 atoms, in Å:
C 1.9311 0.8397 0.6753  -0.26
C 1.1731 -0.2008 0.2625  -0.37
C 1.5976 -0.8387 -1.1203  0.66
N 1.5411 0.0357 -2.1182  -0.87
O 1.7843 -2.0414 -1.1151  -0.62
H 2.2729 1.5845 -0.0292  0.21
H 2.1283 1.0297 1.7215  0.19
H 0.9027 -0.9608 0.9865  0.23
H 1.6681 -0.3801 -3.0331  0.39
H 0.5235 0.7465 -1.9982  0.42
C -2.2268 -0.8348 0.8795  -0.59
C -1.5573 0.5421 0.9559  -0.50
C -0.6954 0.7802 -0.2136  0.40
N -0.6012 1.2810 -1.2849  -0.43
H -2.8890 -0.8877 0.0192  0.22
H -2.8031 -1.0186 1.7855  0.22
H -1.4888 -1.6311 0.7874  0.22
H -0.9487 0.6231 1.8596  0.24
H -2.3123 1.3316 0.9797  0.25

Output
Total charge ... 0
Energy relative to the best compared isomer or geometry (same formula, charge and spin) ... 66.0 kcal per mole
HOMO energy ... -0.345 hartree
E ... -11409.2271 eV
Frontier orbital gap ... 9.030 eV

Molecular formula: C3H9ClNO
Method: DFT, wB97M-V/def2-TZVPD

Last column: natural (NBO) charge in e.
Positions of all 15 atoms, in Å:
C -0.8962 -2.2538 -0.4179  -0.27
O -0.0099 -1.2450 0.0333  -0.52
C -0.2710 0.0147 -0.4613  0.17
Cl -1.8120 0.6592 0.5034  -0.16
C 1.0466 0.8249 -0.0867  -0.29
N 0.7893 1.9175 0.8373  -0.68
H -0.4538 -3.2396 -0.3892  0.22
H -1.1938 -1.9485 -1.4207  0.19
H -1.7084 -2.3968 0.3645  0.21
H -0.5464 0.0973 -1.5802  0.23
H 1.5325 0.0337 0.5171  0.27
H 1.4215 1.0648 -1.0349  0.25
H 0.2063 1.4743 1.6210  0.48
H 0.2109 2.6330 0.3965  0.45
H 1.6843 2.3642 1.1178  0.46

Output
Total charge ... +1
Energy relative to the best compared isomer or geometry (same formula, charge and spin) ... 16.7 kcal per mole
HOMO energy ... -0.537 hartree
E ... -19309.0977 eV
Frontier orbital gap ... 10.834 eV

Molecular formula: C6H12O2Rb
Method: DFT, wB97M-V/def2-TZVPD

Last column: natural (NBO) charge in e.
Positions of all 21 atoms, in Å:
Rb -0.3546 -1.1319 -1.8365  0.99
C -1.0254 -3.6152 1.3222  -0.73
C -1.4902 -2.2051 1.6814  0.63
O -1.1890 -1.2587 0.9280  -0.64
C -2.5240 -2.0007 2.7215  -0.72
H -0.3853 -3.5947 0.4402  0.21
H -1.8795 -4.2924 1.3068  0.25
H -0.4321 -4.1087 2.0920  0.26
H -2.0323 -2.0911 3.6901  0.26
H -3.2406 -2.8218 2.7055  0.24
H -3.0338 -1.0586 2.5200  0.25
C 2.1410 2.1164 -2.7624  -0.72
C 1.3987 2.3518 -1.4745  0.64
O 0.7308 1.4558 -1.0106  -0.62
C 1.6089 3.7231 -0.9051  -0.75
H 1.6256 1.3314 -3.3158  0.20
H 3.1957 1.9219 -2.5676  0.25
H 2.0142 2.9965 -3.3928  0.24
H 2.6238 4.0248 -0.6461  0.26
H 1.0604 3.7489 0.0365  0.24
H 1.1875 4.5083 -1.5328  0.25

Output
Total charge ... +1
Energy relative to the best compared isomer or geometry (same formula, charge and spin) ... 12.1 kcal per mole
HOMO energy ... -0.484 hartree
E ... -11162.0415 eV
Frontier orbital gap ... 9.895 eV

Molecular formula: C24H13Cl5N5O6Rh
Method: DFT, wB97M-V/def2-TZVPD

Last column: natural (NBO) charge in e.
Positions of all 54 atoms, in Å:
Rh -0.2583 -0.0165 -0.3472  0.95
O -2.4353 -2.6100 1.9260  -0.55
C -1.9750 -1.7619 1.1881  0.65
N -0.7063 -1.6843 0.7036  -0.65
C 0.2409 -2.6257 0.8926  0.64
O 0.1620 -3.6901 1.4751  -0.55
C 1.5608 -2.1698 0.2982  0.11
C 2.6721 -2.9829 0.4294  -0.20
C 3.8627 -2.5838 -0.1544  -0.14
C 3.8935 -1.3931 -0.8625  -0.23
C 2.7412 -0.6278 -0.9578  0.07
N 1.5990 -0.9922 -0.3737  -0.41
C -2.8151 -0.5798 0.7416  0.13
C -4.1349 -0.4642 1.1335  -0.20
C -4.8877 0.5748 0.6080  -0.14
C -4.3038 1.4511 -0.2947  -0.23
C -2.9668 1.2922 -0.6274  0.08
N -2.2472 0.3064 -0.1007  -0.38
H 2.5631 -3.9104 0.9714  0.26
H 4.7469 -3.1994 -0.0702  0.23
H 4.7949 -1.0422 -1.3429  0.24
H 2.7245 0.3071 -1.4975  0.23
H -4.5389 -1.1963 1.8171  0.26
H -5.9251 0.6910 0.8890  0.23
H -4.8639 2.2619 -0.7357  0.24
H -2.4396 1.9646 -1.2895  0.24
C 0.4123 -0.8456 3.5969  -0.67
C 0.7840 0.4012 2.8785  0.42
N 0.3547 0.7787 1.6838  -0.50
C 0.9382 1.9895 1.4205  -0.01
C 1.7270 2.3625 2.4627  0.01
N 1.6218 1.3363 3.3727  -0.48
C 2.5777 3.5351 2.7833  0.77
O 2.5498 4.5399 1.9310  -0.66
O 3.2365 3.5221 3.7935  -0.60
C 0.6031 2.7008 0.1721  0.79
O 0.9532 3.8667 0.0029  -0.65
O -0.1141 2.0095 -0.6349  -0.70
H -0.5397 -1.2112 3.2308  0.26
H 0.3230 -0.6669 4.6670  0.24
H 1.1600 -1.6255 3.4477  0.24
H 2.1158 1.3394 4.2532  0.45
H 1.9223 4.3638 1.1647  0.51
Cl -2.0961 -2.3030 -1.8735  0.03
C -1.2969 -1.1420 -2.8771  -0.09
C -0.4522 -0.1583 -2.3265  -0.15
C 0.2106 0.6544 -3.2622  0.00
Cl 1.4111 1.8332 -2.8363  0.04
C -0.0219 0.5384 -4.6419  -0.12
Cl 0.7833 1.5675 -5.7625  0.06
C -0.9033 -0.4127 -5.1354  -0.09
Cl -1.1905 -0.5444 -6.8257  0.06
C -1.5352 -1.2705 -4.2468  -0.08
Cl -2.5981 -2.4775 -4.8580  0.06

Output
Total charge ... 0
Energy relative to the best compared isomer or geometry (same formula, charge and spin) ... 0.0 kcal per mole
HOMO energy ... -0.330 hartree
E ... -110458.7007 eV
Frontier orbital gap ... 8.121 eV

Molecular formula: C4H8N2
Method: DFT, wB97M-V/def2-TZVPD

Last column: natural (NBO) charge in e.
Positions of all 14 atoms, in Å:
C -0.2695 1.2835 0.5664  -0.45
N -0.3527 -0.0197 -0.0855  -0.32
C -1.5778 -0.7850 0.1110  -0.40
C 0.6860 -0.5370 -0.6915  0.07
C 2.1107 -0.1458 -0.5354  -0.15
N 2.5123 0.6483 0.3532  -0.42
H -1.1026 1.3897 1.2643  0.20
H -0.3126 2.0780 -0.1845  0.21
H 0.7279 1.3333 1.0382  0.28
H -1.6463 -1.0852 1.1629  0.21
H -1.5622 -1.6803 -0.5134  0.21
H -2.4504 -0.1783 -0.1433  0.21
H 0.4908 -1.5022 -1.1664  0.18
H 2.7465 -0.7992 -1.1758  0.15

Output
Total charge ... 0
Energy relative to the best compared isomer or geometry (same formula, charge and spin) ... 80.0 kcal per mole
HOMO energy (spin up / spin down) ... -0.281 / -0.239 hartree
E ... -7254.4058 eV
Frontier orbital gap (spin up / spin down) ... 7.916 / 6.588 eV

Molecular formula: C16H14BCeCl5N6
Method: DFT, wB97M-V/def2-TZVPD

Last column: Löwdin charge in e.
Positions of all 43 atoms, in Å:
H -2.6020 -1.8518 -2.0433  0.13
N -0.5122 -1.3632 -1.6798  -0.18
B 2.1459 -1.5422 -1.6448  -0.41
N 0.6919 -1.9448 -2.1073  0.04
C 0.3914 -2.7842 -3.1082  0.01
Ce -1.0646 0.6334 -0.7809  1.38
H 1.2009 -3.2264 -3.6757  0.15
C -0.9930 -2.9139 -3.2279  0.01
H -1.5239 -3.5763 -3.8948  0.13
C -1.5609 -2.0335 -2.3073  -0.06
H 2.9258 -1.9336 -2.4653  0.12
C 0.6990 0.5849 4.7178  -0.04
H 0.7870 1.6192 5.0694  0.03
H 0.1909 0.5718 3.7465  -0.02
H 1.7034 0.1549 4.6085  0.03
N 2.5749 -2.2133 -0.2401  -0.04
N 2.2339 0.0201 -1.5452  0.04
N 1.6869 -1.8716 0.7469  0.01
N 1.1958 0.8076 -1.0323  -0.17
C 3.5517 -2.9748 0.3150  -0.06
C 3.1687 0.8513 -2.0420  0.03
H 4.3465 -3.3779 -0.2525  0.11
H 3.9751 0.4716 -2.6359  0.15
C 3.2901 -3.0921 1.6961  -0.02
C 2.8616 2.1786 -1.6819  0.02
C 2.1006 -2.3477 1.8606  -0.18
C 1.6221 2.1319 -1.0308  -0.07
H 3.8218 -3.5958 2.4449  0.08
H 3.4493 3.0493 -1.8663  0.12
H 1.5266 -2.1370 2.7790  0.11
H 1.0291 2.9176 -0.5801  0.13
H 0.1408 0.0183 5.4206  0.01
Cl -2.3102 2.2295 -2.3149  0.76
C -3.1902 2.3176 -0.6261  -0.53
C -2.8493 1.5842 0.5077  -0.27
C -3.4981 1.6720 1.7660  -0.67
Cl -2.9691 0.7208 3.1140  0.77
C -4.5870 2.5462 1.8366  -0.65
Cl -5.4883 2.7002 3.2911  0.78
C -4.9573 3.3095 0.6652  -0.64
Cl -6.2843 4.3719 0.7354  0.80
C -4.2651 3.2080 -0.5663  -0.69
Cl -4.6565 4.1096 -1.9718  0.77

Output
Total charge ... +2
HOMO energy (spin up / spin down) ... -0.496 / -0.496 hartree
E ... -101958.8206 eV
Frontier orbital gap (spin up / spin down) ... 3.981 / 4.006 eV

> Which formula does entry 3 have?

C6H12O2Rb

> What is the formula in the sixth record?

C16H14BCeCl5N6

Repeat the sixth record exactly.
Molecular formula: C16H14BCeCl5N6
Method: DFT, wB97M-V/def2-TZVPD

Last column: Löwdin charge in e.
Positions of all 43 atoms, in Å:
H -2.6020 -1.8518 -2.0433  0.13
N -0.5122 -1.3632 -1.6798  -0.18
B 2.1459 -1.5422 -1.6448  -0.41
N 0.6919 -1.9448 -2.1073  0.04
C 0.3914 -2.7842 -3.1082  0.01
Ce -1.0646 0.6334 -0.7809  1.38
H 1.2009 -3.2264 -3.6757  0.15
C -0.9930 -2.9139 -3.2279  0.01
H -1.5239 -3.5763 -3.8948  0.13
C -1.5609 -2.0335 -2.3073  -0.06
H 2.9258 -1.9336 -2.4653  0.12
C 0.6990 0.5849 4.7178  -0.04
H 0.7870 1.6192 5.0694  0.03
H 0.1909 0.5718 3.7465  -0.02
H 1.7034 0.1549 4.6085  0.03
N 2.5749 -2.2133 -0.2401  -0.04
N 2.2339 0.0201 -1.5452  0.04
N 1.6869 -1.8716 0.7469  0.01
N 1.1958 0.8076 -1.0323  -0.17
C 3.5517 -2.9748 0.3150  -0.06
C 3.1687 0.8513 -2.0420  0.03
H 4.3465 -3.3779 -0.2525  0.11
H 3.9751 0.4716 -2.6359  0.15
C 3.2901 -3.0921 1.6961  -0.02
C 2.8616 2.1786 -1.6819  0.02
C 2.1006 -2.3477 1.8606  -0.18
C 1.6221 2.1319 -1.0308  -0.07
H 3.8218 -3.5958 2.4449  0.08
H 3.4493 3.0493 -1.8663  0.12
H 1.5266 -2.1370 2.7790  0.11
H 1.0291 2.9176 -0.5801  0.13
H 0.1408 0.0183 5.4206  0.01
Cl -2.3102 2.2295 -2.3149  0.76
C -3.1902 2.3176 -0.6261  -0.53
C -2.8493 1.5842 0.5077  -0.27
C -3.4981 1.6720 1.7660  -0.67
Cl -2.9691 0.7208 3.1140  0.77
C -4.5870 2.5462 1.8366  -0.65
Cl -5.4883 2.7002 3.2911  0.78
C -4.9573 3.3095 0.6652  -0.64
Cl -6.2843 4.3719 0.7354  0.80
C -4.2651 3.2080 -0.5663  -0.69
Cl -4.6565 4.1096 -1.9718  0.77

Output
Total charge ... +2
HOMO energy (spin up / spin down) ... -0.496 / -0.496 hartree
E ... -101958.8206 eV
Frontier orbital gap (spin up / spin down) ... 3.981 / 4.006 eV